No. 1
Computed, not measured: a structure of composition C28H41ClN6NaO4P, with the ωB97M-V functional and the def2-TZVPD basis.

Net charge   0
E_LUMO   0.2 eV
Highest occupied orbital energy   -7.8615 eV

Last column: Löwdin charge in e.
Element x y z (Å)
Na1 -0.187 -0.270 0.500  0.2054
C1 1.149 2.029 -1.442  -0.2122
C2 0.566 1.069 -2.473  -0.2065
N1 0.697 -0.318 -2.089  -0.0691
C3 1.933 -1.003 -2.359  -0.1490
C4 2.631 -1.512 -1.107  -0.2473
C5 3.473 -2.615 -1.129  -0.0329
C6 4.094 -2.995 0.053  -0.0664
C7 3.857 -2.271 1.208  -0.0273
C8 2.988 -1.185 1.142  -0.2433
C9 2.651 -0.360 2.372  -0.1565
N2 1.619 0.613 2.108  -0.0574
C10 2.107 1.861 1.551  -0.2067
C11 0.990 2.687 0.923  -0.1938
N3 0.362 2.023 -0.219  -0.0609
N4 2.399 -0.826 0.008  0.1705
H1 1.232 3.034 -1.884  0.1186
H2 2.161 1.699 -1.199  0.1048
H3 1.039 1.274 -3.446  0.1120
H4 -0.499 1.285 -2.591  0.1177
H5 -0.141 -0.860 -2.221  0.0762
H6 2.625 -0.318 -2.865  0.1272
H7 1.793 -1.846 -3.046  0.1195
H8 3.631 -3.167 -2.047  0.1080
H9 4.750 -3.856 0.073  0.1060
H10 4.316 -2.548 2.148  0.1158
H11 3.585 0.090 2.750  0.1265
H12 2.307 -1.040 3.154  0.1157
H13 1.007 0.749 2.912  0.0802
H14 2.856 1.623 0.792  0.1026
H15 2.614 2.488 2.303  0.1206
H16 1.398 3.676 0.656  0.1174
H17 0.216 2.847 1.677  0.1009
H18 -0.549 2.435 -0.390  0.1098
C12 -4.190 -2.204 -1.915  -0.1753
P1 -3.297 -1.145 -0.757  0.5549
C13 -4.030 0.490 -0.917  -0.1487
C14 -3.726 -1.733 0.880  -0.1569
O1 -1.829 -1.125 -1.043  -0.3666
H19 -5.263 -2.183 -1.721  0.0523
H20 -3.827 -3.227 -1.816  0.0529
H21 -4.000 -1.861 -2.932  0.0527
H22 -5.104 0.472 -0.729  0.0554
H23 -3.845 0.875 -1.921  0.0624
H24 -3.554 1.148 -0.189  0.0474
H25 -4.808 -1.778 1.011  0.0563
H26 -3.275 -1.049 1.604  0.0355
H27 -3.292 -2.724 1.022  0.0559
N5 1.811 -5.565 3.633  0.1093
C15 1.132 -4.577 2.947  -0.3281
C16 0.580 -3.482 3.610  -0.0150
C17 -0.033 -2.484 2.874  -0.1246
N6 -0.144 -2.509 1.544  0.0625
C18 0.375 -3.567 0.918  -0.1396
C19 1.016 -4.610 1.556  -0.0258
H28 1.615 -5.644 4.616  0.0924
H29 1.913 -6.450 3.166  0.0913
H30 0.638 -3.400 4.689  0.1130
H31 -0.443 -1.610 3.372  0.1008
H32 0.280 -3.568 -0.163  0.1129
H33 1.433 -5.430 0.983  0.1092
C20 -6.203 2.040 1.636  -0.0326
C21 -4.983 2.864 1.348  -0.2182
C22 -4.952 3.785 0.313  -0.0787
C23 -3.803 4.519 0.057  -0.6739
Cl1 -3.787 5.652 -1.269  0.6380
C24 -2.676 4.359 0.837  -0.1064
C25 -2.695 3.444 1.883  -0.0035
C26 -3.834 2.689 2.131  -0.2473
O2 -3.937 1.759 3.109  -0.0305
C27 -2.813 1.537 3.947  -0.0893
C28 -1.590 0.878 3.279  -0.6720
O3 -0.597 0.797 4.028  -0.0321
O4 -1.707 0.474 2.099  -0.0426
H34 -6.992 2.250 0.915  0.0796
H35 -6.583 2.247 2.638  0.0889
H36 -5.968 0.974 1.610  0.0735
H37 -5.829 3.930 -0.305  0.1114
H38 -1.789 4.946 0.640  0.1064
H39 -1.809 3.314 2.486  0.1040
H40 -3.166 0.864 4.726  0.1331
H41 -2.500 2.466 4.431  0.1295

No. 2
Computed, not measured: a structure of composition C28H41FGeN2O4Pd at a distorted geometry, with the ωB97M-V functional and the def2-TZVPD basis.

Net charge   +4
E_LUMO (alpha / beta)   -15.8 / -15.8 eV
Highest occupied orbital energy (alpha / beta)   -19.3266 / -19.3209 eV

Last column: Löwdin charge in e.
Element x y z (Å)
Pd1 -0.693 0.034 -0.769  1.0032
C1 6.905 0.923 0.065  0.0247
C2 6.029 2.181 0.132  -0.2485
C3 6.528 3.278 1.054  -0.0882
C4 6.558 2.795 2.496  -0.0739
C5 5.319 2.086 2.880  0.0018
C6 5.033 1.811 4.191  0.1316
C7 3.816 1.217 4.508  -0.1055
F1 3.542 0.934 5.722  0.2896
C8 2.778 0.914 3.516  0.1921
C9 3.029 1.141 2.225  0.0102
C10 2.014 0.832 1.177  -0.2352
O1 0.869 0.533 1.406  0.1591
C11 2.519 0.944 -0.219  0.0347
C12 3.754 1.385 -0.460  0.1250
N1 4.644 1.761 0.579  0.1195
C13 4.334 1.668 1.838  0.0081
C14 1.465 0.528 -1.212  -0.5753
O2 0.760 1.376 -1.795  0.0903
O3 1.145 -0.709 -1.171  -0.0518
H1 7.898 1.223 -0.269  0.1238
H2 6.519 0.202 -0.656  0.1034
H3 6.995 0.429 1.035  0.0995
H4 5.912 2.578 -0.875  0.1642
H5 5.884 4.156 0.962  0.1465
H6 7.521 3.584 0.726  0.1569
H7 6.746 3.615 3.197  0.1692
H8 7.401 2.107 2.675  0.1751
H9 5.722 2.074 4.988  0.1803
H10 1.829 0.497 3.838  0.1738
H11 4.141 1.487 -1.466  0.1768
C15 -5.148 -3.916 1.938  -0.0782
C16 -5.234 -3.544 0.470  -0.1991
C17 -3.860 -3.542 -0.282  -0.2315
C18 -3.162 -2.258 0.167  -0.2492
Ge1 -1.529 -2.334 -0.988  1.0812
C19 -0.090 -3.501 -0.399  -0.3216
C20 -0.469 -5.005 -0.382  -0.2429
C21 -0.367 -5.680 -1.749  -0.2403
C22 -1.665 -5.613 -2.549  -0.0894
H12 -6.152 -4.126 2.306  0.0985
H13 -4.779 -3.106 2.570  0.0770
H14 -4.540 -4.807 2.101  0.0898
H15 -5.757 -2.599 0.320  0.1206
H16 -5.808 -4.302 -0.073  0.1381
H17 -4.038 -3.557 -1.360  0.1188
H18 -3.299 -4.432 -0.010  0.0927
H19 -2.877 -2.234 1.216  0.0885
H20 -3.725 -1.358 -0.066  0.0629
H21 -1.869 -2.373 -2.486  0.0051
H22 0.179 -3.146 0.599  0.0694
H23 0.748 -3.312 -1.068  0.0637
H24 -1.463 -5.170 0.034  0.0876
H25 0.220 -5.469 0.326  0.1240
H26 -0.105 -6.727 -1.597  0.1246
H27 0.464 -5.260 -2.322  0.1145
H28 -2.475 -6.123 -2.024  0.0872
H29 -1.563 -6.073 -3.530  0.0923
H30 -1.986 -4.572 -2.700  0.0222
O4 -2.476 0.833 -0.761  -0.1270
C23 -2.855 2.069 -0.817  -0.3687
C24 -4.329 2.307 -0.729  -0.0628
C25 -4.964 3.196 -1.838  -0.1407
C26 -4.032 3.919 -2.812  -0.1807
C27 -3.053 4.926 -2.202  -0.1554
C28 -2.473 4.484 -0.866  -0.1159
N2 -2.029 3.070 -0.894  0.1349
H31 -4.502 2.733 0.265  0.1462
H32 -4.809 1.331 -0.727  0.1243
H33 -5.614 3.924 -1.353  0.1308
H34 -5.624 2.561 -2.425  0.1233
H35 -4.657 4.444 -3.532  0.1294
H36 -3.490 3.184 -3.415  0.1173
H37 -3.550 5.883 -2.034  0.1326
H38 -2.249 5.126 -2.912  0.1219
H39 -3.204 4.590 -0.067  0.1333
H40 -1.609 5.089 -0.603  0.1325
H41 -1.046 2.888 -1.060  0.1372

No. 3
Computed, not measured: an isolated molecule of C28H41N5O6, with the ωB97M-V functional and the def2-TZVPD basis.

Net charge   0
E_LUMO   0.5 eV
Highest occupied orbital energy   -9.0012 eV
Structure (SMILES)   C[C@H](NC(=O)c1nc[nH]c1C(=O)N[C@@H](CCCCNC(=O)OC(C)(C)C)C(=O)OC(C)(C)C)c1ccccc1

Last column: Löwdin charge in e.
Element x y z (Å)
C1 4.118 2.932 0.168  -0.0281
C2 2.980 1.920 0.252  -0.3056
N1 1.775 2.518 -0.291  0.1187
C3 0.653 1.828 -0.500  -0.3794
O1 0.569 0.609 -0.323  0.0343
C4 -0.465 2.659 -0.966  -0.1268
N2 -0.272 4.000 -1.160  0.1112
C5 -1.418 4.481 -1.551  -0.1561
N3 -2.361 3.521 -1.623  0.1390
C6 -1.785 2.342 -1.255  -0.0660
C7 -2.645 1.137 -1.213  -0.4125
O2 -3.830 1.225 -1.512  0.0767
N4 -2.026 0.011 -0.850  0.1439
C8 -2.768 -1.204 -0.607  -0.1995
C9 -1.880 -2.215 0.119  -0.1287
C10 -0.749 -2.727 -0.772  -0.1915
C11 0.253 -3.595 -0.009  -0.1721
C12 1.184 -2.792 0.909  -0.1698
N5 2.004 -1.855 0.180  0.0952
C13 3.187 -2.218 -0.347  -0.5664
O3 3.707 -3.300 -0.200  0.0812
O4 3.718 -1.174 -1.037  0.0027
C14 4.979 -1.328 -1.725  -0.5746
C15 4.878 -2.431 -2.779  -0.0190
C16 6.101 -1.625 -0.730  -0.0170
C17 5.213 0.026 -2.400  -0.0194
C18 -3.980 -0.858 0.272  -0.4758
O5 -3.889 -0.176 1.260  0.1244
O6 -5.064 -1.445 -0.194  0.0438
C19 -6.365 -1.217 0.413  -0.5614
C20 -7.333 -1.977 -0.493  -0.0218
C21 -6.681 0.277 0.408  -0.0181
C22 -6.386 -1.789 1.830  -0.0172
C23 2.773 1.470 1.684  -0.1896
C24 1.968 2.193 2.553  -0.0322
C25 1.795 1.772 3.860  -0.0787
C26 2.428 0.628 4.312  -0.0911
C27 3.238 -0.094 3.453  -0.0727
C28 3.410 0.326 2.146  -0.0338
H1 4.276 3.245 -0.862  0.0811
H2 3.889 3.807 0.773  0.0859
H3 5.036 2.489 0.545  0.0856
H4 3.217 1.036 -0.353  0.1255
H5 1.728 3.517 -0.440  0.1298
H6 -1.596 5.511 -1.787  0.1230
H7 -3.336 3.587 -1.878  0.1655
H8 -1.045 0.060 -0.558  0.0947
H9 -3.142 -1.617 -1.553  0.1638
H10 -2.496 -3.055 0.448  0.1319
H11 -1.475 -1.725 1.006  0.1234
H12 -1.183 -3.314 -1.584  0.1176
H13 -0.218 -1.886 -1.218  0.1016
H14 0.879 -4.131 -0.725  0.1133
H15 -0.279 -4.335 0.591  0.1134
H16 0.616 -2.234 1.655  0.1185
H17 1.856 -3.488 1.418  0.1216
H18 1.622 -0.942 -0.037  0.0940
H19 4.058 -2.219 -3.463  0.0915
H20 5.804 -2.487 -3.344  0.0877
H21 4.697 -3.388 -2.299  0.0786
H22 5.920 -2.579 -0.242  0.0798
H23 7.053 -1.668 -1.253  0.0891
H24 6.151 -0.845 0.027  0.0824
H25 4.360 0.281 -3.024  0.0909
H26 6.104 -0.019 -3.018  0.0894
H27 5.342 0.805 -1.652  0.0690
H28 -7.297 -1.566 -1.498  0.0887
H29 -8.346 -1.894 -0.110  0.0874
H30 -7.055 -3.027 -0.538  0.0860
H31 -6.067 0.798 1.137  0.0824
H32 -7.730 0.433 0.647  0.0885
H33 -6.468 0.690 -0.575  0.0887
H34 -7.375 -1.662 2.260  0.0895
H35 -6.141 -2.849 1.812  0.0894
H36 -5.662 -1.272 2.454  0.0798
H37 1.465 3.085 2.207  0.1151
H38 1.161 2.340 4.526  0.1021
H39 2.287 0.298 5.331  0.1001
H40 3.733 -0.990 3.797  0.1052
H41 4.035 -0.244 1.476  0.1023

No. 4
Computed, not measured: a structure of composition C28H42AsMoN2O14PS4 at a distorted geometry, with the ωB97M-V functional and the def2-TZVPD basis.

Net charge   +2
E_LUMO   -6.7 eV
Highest occupied orbital energy   -13.3506 eV

Last column: Löwdin charge in e.
Element x y z (Å)
Mo1 -0.451 0.450 -0.303  1.8036
O1 0.828 1.720 -3.422  -0.2124
As1 0.941 2.871 -2.133  1.0415
O2 2.354 3.659 -2.099  -0.3820
O3 0.395 1.983 -0.646  -0.6881
C1 -0.475 4.122 -2.489  -0.1912
C2 -0.230 5.007 -3.531  -0.0570
C3 -1.161 5.985 -3.834  -0.0395
C4 -2.335 6.087 -3.101  -0.0330
C5 -2.584 5.225 -2.046  0.0030
C6 -1.648 4.262 -1.742  -0.3026
S1 -2.557 1.975 -1.002  0.9773
O4 -1.568 1.303 -1.970  -0.5115
O5 -1.881 3.407 -0.629  -0.2774
O6 -2.185 1.256 0.318  -0.5987
H1 1.718 1.335 -3.527  0.0537
H2 0.692 4.928 -4.085  0.1187
H3 -0.963 6.681 -4.637  0.1210
H4 -3.062 6.850 -3.349  0.1221
H5 -3.482 5.309 -1.444  0.1332
C7 1.475 -2.341 1.521  -0.0831
S2 -0.277 -2.308 1.351  0.6560
O7 -0.888 -0.946 1.349  -0.4570
O8 -0.823 -3.172 2.333  -0.2163
O9 0.696 -0.697 -0.605  -0.4040
H6 1.716 -3.381 1.746  0.1010
H7 1.680 -1.675 2.354  0.0564
H8 1.967 -2.006 0.617  0.0639
C8 -4.843 -2.511 -1.650  -0.0091
C9 -3.946 -3.472 -0.897  -0.5399
C10 -4.340 -4.911 -1.133  -0.0131
C11 -3.893 -3.159 0.586  -0.0152
O10 -2.553 -3.369 -1.526  -0.1168
P1 -1.433 -2.346 -1.345  0.4476
O11 -0.563 -2.971 -0.084  -0.2632
O12 -1.888 -0.953 -0.938  -0.3607
O13 -0.507 -2.304 -2.549  -0.1135
C12 -0.304 -3.043 -3.867  -0.5432
C13 0.731 -4.111 -3.601  -0.0098
C14 -1.603 -3.626 -4.386  -0.0193
C15 0.214 -1.963 -4.791  -0.0119
H9 -5.855 -2.573 -1.251  0.1073
H10 -4.875 -2.770 -2.711  0.0987
H11 -4.487 -1.485 -1.549  0.0837
H12 -5.360 -5.061 -0.771  0.1077
H13 -3.675 -5.590 -0.594  0.1012
H14 -4.310 -5.153 -2.198  0.0967
H15 -4.882 -3.328 1.010  0.1100
H16 -3.616 -2.121 0.774  0.0866
H17 -3.186 -3.813 1.101  0.0897
H18 0.391 -4.800 -2.823  0.0975
H19 1.677 -3.663 -3.288  0.0983
H20 0.902 -4.678 -4.515  0.1063
H21 -1.953 -4.458 -3.775  0.0867
H22 -1.425 -3.986 -5.397  0.1080
H23 -2.388 -2.865 -4.426  0.0996
H24 1.084 -1.470 -4.348  0.0927
H25 -0.556 -1.209 -4.975  0.1013
H26 0.504 -2.413 -5.741  0.1067
C16 -0.042 2.876 6.724  0.0189
C17 0.177 1.728 5.792  -0.2292
C18 0.390 0.438 6.174  0.0536
C19 0.581 -0.530 5.184  -0.2439
N1 0.550 -0.229 3.874  0.1287
C20 0.314 1.020 3.507  -0.6478
S3 0.258 1.672 1.906  0.8480
N2 0.142 1.979 4.464  0.1180
C21 0.862 -1.953 5.553  0.0093
H27 0.111 2.570 7.755  0.0982
H28 -1.065 3.250 6.622  0.1093
H29 0.637 3.701 6.494  0.1042
H30 0.423 0.176 7.223  0.1396
H31 -0.003 2.925 4.134  0.1503
H32 0.537 -2.170 6.569  0.0943
H33 1.941 -2.131 5.502  0.1073
H34 0.370 -2.627 4.856  0.0805
C22 5.313 1.711 -1.591  -0.2129
S4 4.075 0.572 -0.969  0.9627
O14 2.804 0.911 -1.707  -0.6037
C23 3.985 1.264 0.680  -0.4023
C24 3.608 2.589 0.872  -0.0863
C25 3.625 3.111 2.158  -0.0749
C26 3.997 2.310 3.236  -0.0811
C27 4.369 0.986 3.032  -0.0775
C28 4.368 0.459 1.744  -0.0955
H35 4.821 2.675 -1.730  0.0544
H36 5.682 1.329 -2.544  0.0618
H37 6.124 1.771 -0.865  0.0721
H38 3.311 3.204 0.028  0.0932
H39 3.372 4.155 2.314  0.1159
H40 4.016 2.727 4.238  0.1079
H41 4.695 0.378 3.867  0.1091
H42 4.700 -0.561 1.565  0.1097

No. 5
Computed, not measured: a structure of composition C28H42BrEuN3P2 at a distorted geometry, with the ωB97M-V functional and the def2-TZVPD basis.

Net charge   +2
E_LUMO (alpha / beta)   -6.6 / -6.6 eV
Highest occupied orbital energy (alpha / beta)   -11.9789 / -11.9789 eV
Spin multiplicity   8
Expectation value of S²   15.76

Last column: Löwdin charge in e.
Element x y z (Å)
C1 -1.325 6.628 -2.466  -0.0063
C2 -1.667 5.271 -2.586  -0.2256
C3 -1.783 4.739 -3.891  0.0042
C4 -1.615 5.587 -4.993  -0.1036
N1 -1.312 6.879 -4.848  0.0819
C5 -1.169 7.400 -3.628  -0.1035
C6 -1.737 4.419 -1.422  0.1079
C7 -1.355 3.425 -0.779  -0.0956
C8 -0.413 2.376 -0.426  -0.3776
C9 0.663 2.652 0.460  -0.0989
C10 1.571 1.647 0.779  -0.0479
C11 1.281 0.313 0.458  -0.2979
C12 0.104 0.004 -0.240  -0.1521
C13 -0.728 1.025 -0.691  -0.1174
Eu1 -1.971 2.397 1.580  1.4744
P1 2.435 -1.038 0.850  1.0147
H1 -1.958 3.676 -4.051  0.1179
H2 -1.130 7.067 -1.490  0.1158
H3 -1.725 5.202 -6.012  0.1235
H4 -0.916 8.464 -3.552  0.1231
H5 -1.624 0.794 -1.277  0.1162
H6 0.824 3.698 0.751  0.1284
H7 -0.194 -1.046 -0.368  0.0775
H8 2.490 1.913 1.302  0.1160
C14 1.507 -2.042 2.007  -0.3221
C15 1.962 -3.461 2.369  -0.0902
H9 0.465 -2.033 1.650  0.0328
H10 1.485 -1.418 2.910  0.0932
H11 1.749 -3.638 3.434  0.0922
H12 1.406 -4.216 1.797  0.0822
H13 3.030 -3.633 2.198  0.0675
C16 2.817 -1.786 -0.745  -0.2938
C17 3.324 -0.761 -1.766  -0.1032
H14 1.913 -2.303 -1.103  0.0935
H15 3.578 -2.552 -0.541  0.1034
H16 3.314 -1.197 -2.772  0.0950
H17 2.706 0.143 -1.795  0.0705
H18 4.352 -0.447 -1.550  0.0832
C18 3.922 -0.337 1.577  -0.3227
C19 5.080 -1.296 1.894  -0.1024
H19 3.613 0.182 2.500  0.1001
H20 4.259 0.435 0.865  0.1011
H21 5.931 -0.694 2.240  0.0911
H22 4.832 -1.996 2.703  0.0800
H23 5.426 -1.862 1.017  0.0826
Br1 -1.880 -0.435 2.036  0.1094
P2 -2.850 -3.364 -1.254  0.9753
C20 -1.010 -3.572 -1.151  -0.4605
C21 -0.627 -5.027 -1.443  -0.1722
H24 -0.683 -3.271 -0.143  0.0411
H25 -0.545 -2.890 -1.882  0.0640
H26 0.455 -5.111 -1.602  0.0611
H27 -0.901 -5.682 -0.605  0.0742
H28 -1.135 -5.393 -2.345  0.0681
C22 -3.305 -3.194 0.516  -0.4900
C23 -4.705 -3.728 0.811  -0.1668
H29 -3.214 -2.129 0.790  -0.0632
H30 -2.547 -3.733 1.102  0.0715
H31 -4.871 -3.717 1.892  0.0703
H32 -5.473 -3.104 0.340  0.0688
H33 -4.821 -4.759 0.457  0.0685
C24 -3.015 -1.652 -1.918  -0.4458
C25 -3.268 -1.721 -3.427  -0.1732
H34 -2.110 -1.080 -1.677  0.0229
H35 -3.860 -1.183 -1.391  0.0813
H36 -3.566 -0.738 -3.808  0.0644
H37 -2.366 -2.038 -3.965  0.0691
H38 -4.072 -2.433 -3.650  0.0675
N2 1.399 3.026 4.819  0.0793
C26 1.180 1.666 5.044  -0.0560
C27 0.144 1.320 4.220  -0.1753
N3 -0.254 2.430 3.476  -0.1127
C28 0.531 3.438 3.856  -0.1842
H39 2.095 3.598 5.293  0.1711
H40 1.739 1.061 5.740  0.1224
H41 -0.369 0.382 4.042  0.0109
H42 0.486 4.450 3.476  0.1292

Table of ΔE to the lowest compared entry with this formula, charge and spin (kcal/mol), in record order: 0.79 43.49 0.00 26.99 0.00